No. 1
Formula: C3H2O5
Source: OMol25
Level of theory: ωB97M-V/def2-TZVPD

Calculated values
Gap between HOMO and LUMO (eV): 8.3
Relative energy (zero: lowest compared OMol25 entry of this formula, charge and spin) (kJ/mol): 370.2
Strongest force on any atom (hartree/bohr): 0.1296

Geometry as ORCA input:
```
! wB97M-V def2-TZVPD RIJCOSX def2/J DEFGRID3
* xyz 0 1
C -0.692 0.709 -0.145
C -0.747 -0.629 -0.005
O -1.616 1.558 0.273
C 1.406 0.017 0.001
O 2.631 -0.082 0.169
O 0.658 1.053 -0.192
H -1.994 1.932 -0.749
H -2.255 -1.523 1.092
O -1.694 -1.595 -0.119
O 0.577 -1.059 -0.061
*
```

=====

No. 2
Formula: C3H2O5
Source: OMol25
Level of theory: ωB97M-V/def2-TZVPD

Calculated values
Gap between HOMO and LUMO (eV): 10.6
Relative energy (zero: lowest compared OMol25 entry of this formula, charge and spin) (kJ/mol): 376.9
Structure (SMILES): O=C1OCOC(=O)O1
Strongest force on any atom (hartree/bohr): 0.1784

Geometry as ORCA input:
```
! wB97M-V def2-TZVPD RIJCOSX def2/J DEFGRID3
* xyz 0 1
O 0.882 -0.297 1.136
O 0.553 0.741 -0.878
O 2.257 1.503 0.468
C 1.288 0.807 0.242
H -0.358 -1.690 -0.210
O -1.320 0.418 -2.218
O -1.523 0.322 0.221
H -0.526 -1.546 1.627
C -0.853 0.668 -0.971
C -0.400 -0.925 0.584
*
```